A cluster of 3 separate species, H6O3 in total. Source: the OMol25 dataset; level of theory: ωB97M-V/def2-TZVPD.

```
9
Properties=species:S:1:pos:R:3
O 1.4371 -1.1183 1.2912
H 1.8447 -0.3317 1.6538
H 2.1640 -1.6122 0.9119
O -0.6605 0.4022 0.3774
H -0.2497 0.9489 1.0472
H -0.2310 -0.4487 0.4657
O -1.2483 0.9612 -2.1597
H -2.1031 0.5486 -2.2835
H -0.9533 0.6500 -1.3040
```

Results
Max |F| in eV/A: 4.5
E_HOMO (spin up / spin down) in eV: -15.9031 / -15.8510
Gap between HOMO and LUMO (spin up / spin down) in Eh: 0.4242 / 0.1440
Energy in eV: -6228.6368
Total charge: +1
Multiplicity: 2
Energy above the lowest of the compared OMol25 structures with the same formula, charge and spin in kcal/mol: 8.1

A cluster of 3 separate species, H7O3 in total. Source: the OMol25 dataset; level of theory: ωB97M-V/def2-TZVPD.

```
10
Properties=species:S:1:pos:R:3
O 2.2943 -0.5895 0.5345
H 2.1195 -0.8725 1.4584
H 3.1403 -0.1499 0.5106
O -2.4295 1.1841 0.0155
H -3.1433 0.5223 0.0788
H -2.5109 2.0024 0.6038
O 0.0715 -0.6231 -0.8462
H 0.2237 -0.1081 -1.6177
H -0.8083 -0.5879 -0.3765
H 1.0427 -0.7777 -0.3613
```

Results
Max |F| in eV/A: 2.9
E_HOMO in eV: -15.6711
Gap between HOMO and LUMO in Eh: 0.4290
Energy in eV: -6248.3270
Total charge: +1
Energy above the lowest of the compared OMol25 structures with the same formula, charge and spin in kcal/mol: 25.2

A cluster of 4 separate species, H7O3S in total. Source: the OMol25 dataset; level of theory: ωB97M-V/def2-TZVPD.

```
11
Properties=species:S:1:pos:R:3
S 0.7827 0.3685 0.4787
H 1.1570 1.5917 0.2023
H -2.6079 -1.3028 -1.6806
H -1.9792 -0.0626 -1.1317
O -2.2917 -0.4389 -1.9649
H 2.4203 -1.1143 -0.2862
H 3.6229 -1.6381 0.5423
O 3.2447 -1.6388 -0.3380
H -2.8095 1.4015 0.5876
H -1.3706 1.3226 0.9959
O -2.2816 1.3673 1.3924
```

Results
Max |F| in eV/A: 1.0
E_HOMO in eV: -3.5174
Gap between HOMO and LUMO in Eh: 0.2683
Energy in eV: -17093.1022
Total charge: -1
Energy above the lowest of the compared OMol25 structures with the same formula, charge and spin in kcal/mol: 12.1

An isolated molecule of H7PSi2. Source: the OMol25 dataset; level of theory: ωB97M-V/def2-TZVPD.

```
10
Properties=species:S:1:pos:R:3
Si -1.7233 0.2617 0.1368
Si 1.8152 0.0983 0.1331
P -0.1277 -1.2066 0.0332
H -2.2069 0.2634 -1.3125
H -1.0938 1.6510 0.6358
H -2.7763 -0.0645 0.9782
H 2.4784 -0.5543 -0.9497
H 2.0385 -0.2680 1.6192
H -0.4128 -1.7029 -1.3435
H 2.0087 1.5219 0.0694
```

Results
Max |F| in eV/A: 3.2
E_HOMO in eV: -8.8768
Gap between HOMO and LUMO in Eh: 0.3422
Energy in eV: -25155.3685
Energy above the lowest of the compared OMol25 structures with the same formula, charge and spin in kcal/mol: 0.7
Structure (SMILES): [SiH3]P[SiH3]

A cluster of 40 separate species, H80O40 in total. Source: the OMol25 dataset; level of theory: ωB97M-V/def2-TZVPD.

```
120
Properties=species:S:1:pos:R:3
H 3.8371 -2.6807 -0.2016
H 3.5239 -4.3149 -0.0793
O 4.1346 -3.5602 -0.0123
H 1.6307 4.5509 3.9785
H 0.5218 3.4350 4.0290
O 1.1286 3.9291 3.4449
H -1.7860 2.0031 -4.4723
H -0.7388 2.2381 -5.3674
O -1.5094 1.6179 -5.3426
H -3.2692 2.3816 -0.7028
H -4.4237 1.9995 0.2340
O -3.7429 1.6181 -0.3372
H 2.7232 -1.3813 3.0120
H 1.4416 -0.6696 2.5546
O 2.3790 -0.7226 2.3661
H -4.5049 1.2811 4.7744
O -3.7051 0.8738 4.3904
H 1.2721 -2.8206 4.4097
O 0.8654 -2.0133 4.7348
H -0.1673 -3.5725 2.8820
H 0.7295 -3.8947 1.7806
O 0.6696 -3.9776 2.7490
H 3.3864 3.6778 2.7646
H 4.9851 3.4924 2.4757
O 4.1333 3.8774 2.1928
H -1.3447 0.7489 -1.9890
H -2.8621 0.9200 -1.9039
O -2.1156 1.1298 -2.4646
H -3.4559 5.2624 -0.7796
H -4.8238 4.7870 -0.2622
O -4.0571 4.5048 -0.7572
H -2.4532 4.0773 -2.5953
O -1.6880 4.4654 -3.0531
H -3.6667 -0.9491 -4.3905
H -4.3147 -2.3999 -4.3922
O -3.5366 -1.8775 -4.6200
H 4.2588 1.0752 -0.6398
H 5.0659 -0.2601 -0.7846
O 4.1651 0.0976 -0.8033
H -3.7758 -0.4844 -2.4987
H -5.1240 -1.3215 -1.9806
O -4.5843 -0.5333 -1.9912
H 4.9598 3.1822 -0.8131
H 4.5028 2.9652 -2.3380
O 4.7169 2.5508 -1.4874
H -2.4421 1.4514 2.6223
H -2.3018 2.5348 1.4292
O -2.2500 2.3397 2.3633
H 0.6143 4.5966 -3.6700
H 0.7421 3.3258 -3.1080
O 0.6124 3.6718 -3.9991
H -0.6310 -2.8880 0.4846
O -0.3852 -3.5251 -0.1815
H 0.3292 1.3711 1.0591
H 1.2452 0.9765 2.2902
O 0.3617 1.1593 1.9938
H 2.2892 -1.0426 -0.9471
O 2.1831 -1.5847 -1.7347
H -3.6123 -1.3052 2.5069
H -4.9783 -1.4108 3.3543
O -4.5586 -1.1083 2.5404
H 2.2654 3.0064 -1.8489
H 2.1707 3.9554 -0.5507
O 1.7400 3.2853 -1.1106
H -2.8613 -1.9764 4.9405
H -4.0080 -2.9443 4.5958
O -3.2893 -2.7947 5.2190
H 3.2262 -3.7534 2.4407
H 4.3485 -2.7830 2.1225
O 3.6456 -2.9900 2.8165
H -1.1065 3.0982 -0.0837
H -1.6298 3.0258 -1.3398
O -1.8687 3.4936 -0.5495
H 1.1482 -0.6699 -4.3156
H 2.1482 0.7419 -4.3033
O 1.7922 -0.0658 -4.0120
H 1.2038 6.1431 1.3517
H 0.1597 4.9481 1.4257
O 0.7379 5.4745 0.8351
H -0.5699 -1.1549 3.1167
H -1.1214 -1.7999 4.2485
O -1.4339 -1.3397 3.4814
H -0.6177 -0.5483 -5.9728
H -1.0684 -1.9218 -5.3077
O -0.3983 -1.2319 -5.3485
H 0.4219 -0.9499 -1.9768
H -0.8216 -1.6364 -2.0630
O -0.5389 -0.7479 -1.8077
H 1.4357 -4.8450 0.0899
O 2.0727 -5.5058 -0.1574
H 5.9752 -1.0007 1.7625
H 4.3781 -1.0513 1.6293
O 5.2212 -1.2336 1.2308
H 0.4583 -3.2481 -0.5639
H -3.9465 0.8202 3.4619
H 2.3577 -1.1120 -2.5595
H 0.8417 -1.8929 5.6701
H -2.1250 5.1335 -3.6004
H 2.2548 -5.5983 -1.0933
O -5.1238 -2.9441 -0.5097
H -4.8420 -2.3962 0.1574
H -4.7683 -3.4390 -1.2328
O -1.0743 -1.0995 1.0313
H -0.6559 -0.3435 1.4027
H -1.1326 -0.8175 0.0920
O 4.3638 -3.6982 -3.5819
H 4.6952 -3.2436 -2.8042
H 3.6438 -3.1344 -3.8886
O -2.9124 -4.8675 -0.3634
H -3.3767 -5.6840 -0.5527
H -2.1916 -4.8600 0.2634
O -0.3961 -6.8965 0.9741
H -0.5266 -6.4442 0.1095
H 0.5286 -6.5405 0.9686
O 5.3844 1.6641 2.2088
H 4.4674 1.3479 2.2310
H 5.3730 2.1822 1.3825
O -1.8369 6.4994 -0.6028
H -1.0144 6.9118 -0.8892
H -1.8026 5.6021 -0.9862
```

Results
Max |F| in eV/A: 5.2
E_HOMO (spin up / spin down) in eV: -0.4330 / -8.0754
Gap between HOMO and LUMO (spin up / spin down) in Eh: 0.0788 / 0.3579
Energy in eV: -83197.2217
Total charge: -1
Multiplicity: 2
Energy above the lowest of the compared OMol25 structures with the same formula, charge and spin in kcal/mol: 69.7

A cluster of 40 separate species, H80O40 in total. Source: the OMol25 dataset; level of theory: ωB97M-V/def2-TZVPD.

```
120
Properties=species:S:1:pos:R:3
H 0.5293 -4.2213 -4.0085
H 1.4507 -3.4789 -5.0224
O 0.5635 -3.9166 -5.0164
H 4.3699 -4.3770 0.1389
H 4.6410 -2.7443 0.4020
O 4.1068 -3.5475 0.4595
H -1.3600 5.6458 -1.6749
H -0.2674 5.0429 -2.4977
O -0.6277 5.8192 -2.1879
H 3.7116 2.0171 -3.7844
H 2.6002 0.8270 -4.3461
O 3.4906 1.0327 -4.0528
H -1.2399 -0.9158 0.2599
H -0.1373 -0.8768 -0.9240
O -1.0727 -0.8871 -0.6468
H -4.2744 -1.1544 1.6888
O -4.6587 -0.6596 0.9763
H 4.3277 1.8690 1.7297
O 5.3428 1.6761 1.6334
H -3.5130 1.4842 -2.6861
H -3.0070 2.8483 -2.9409
O -2.7671 1.8690 -3.0866
H -1.7194 3.6130 2.4543
H -2.2829 2.2897 1.9288
O -1.9456 3.0876 1.6272
H 1.4192 -4.0490 1.5398
H 0.2585 -3.2389 1.5296
O 0.4587 -4.0886 1.3567
H 3.6629 3.1932 3.1333
H 3.5251 3.0196 4.9395
O 3.1990 3.1192 3.9729
H -0.4855 -3.1679 -1.9692
O 0.1072 -3.7531 -2.4611
H -0.4629 -0.2313 -3.6400
H 0.5926 -1.4888 -3.9453
O 0.5621 -0.4338 -3.6573
H -2.2431 4.4918 0.2892
H -0.6573 4.9599 0.2869
O -1.3624 4.6243 -0.2004
H -3.6864 1.5025 5.1154
H -2.3451 2.0643 5.3650
O -2.9286 1.4494 5.6373
H -1.1674 0.2835 -5.0639
H -2.4988 -0.5443 -4.6400
O -2.1770 0.2276 -5.0128
H 3.7041 -1.2780 3.6012
H 2.9154 -1.6034 4.6810
O 3.7612 -0.9539 4.5300
H 3.8505 1.6784 -1.1704
H 5.1527 2.2168 -1.7782
O 4.8318 1.4889 -1.0803
H -4.1060 -3.5362 2.3922
O -3.6738 -2.7642 2.8243
H 3.7502 -0.7937 -3.4371
H 4.5928 -1.8107 -4.0507
O 3.8594 -1.6620 -3.6041
H 3.1301 -2.6419 -1.3765
O 2.2442 -2.7560 -1.0614
H -3.2878 -4.4587 -1.1689
H -3.8433 -3.2108 -2.1338
O -3.7956 -3.6632 -1.3533
H -4.5637 -1.8722 -1.6484
H -3.8085 -0.7674 -2.3941
O -4.1702 -0.9716 -1.5511
H 1.5559 -0.4658 1.0614
H 0.2019 -0.0217 1.2643
O 0.7233 -0.7695 1.2532
H 5.7041 -0.5930 -0.4170
H 5.5738 -1.8865 -1.1635
O 5.6625 -1.5659 -0.4185
H -5.6710 0.3064 -1.5153
H -6.3195 0.2531 0.0712
O -6.4546 0.3577 -0.9449
H -4.2411 4.6580 -1.0942
H -3.9313 5.1229 0.1633
O -3.8300 5.3863 -0.7511
H -0.0677 3.0750 3.9197
H -1.3194 2.2248 3.6041
O -0.8504 2.8404 4.2332
H 1.9470 -4.7322 -0.0721
H 1.1888 -5.8777 -0.5008
O 2.0895 -5.6183 -0.3526
H 2.0561 1.1487 -1.8142
H 0.8991 1.4786 -1.0437
O 1.6619 0.7701 -0.9783
H 2.6268 -5.0401 3.5612
H 3.5373 -3.6856 3.1542
O 2.6572 -4.0372 3.3994
H -3.9283 -1.6418 -5.6445
O -4.4384 -1.4402 -4.7736
H 1.1923 4.8726 1.5525
H 0.0138 3.7930 1.8507
O 0.3719 4.5815 1.9827
H -4.1028 -2.8265 3.7291
H -4.8256 -0.8631 0.0686
H 2.3696 -3.2051 -0.2304
H 5.8504 1.5971 0.8577
H 0.9052 -3.5443 -1.9254
H -4.6334 -0.5483 -4.8852
O -1.6173 -2.4229 5.5797
H -0.9649 -2.3968 4.9031
H -1.2937 -2.3295 6.3997
O 1.0042 2.4527 -2.7345
H 0.4237 1.9541 -3.2925
H 1.6957 2.9220 -3.1792
O 1.8914 1.4703 5.9338
H 1.9713 2.1610 5.3330
H 2.2532 0.6476 5.8471
O -2.0053 -2.2344 -3.6432
H -1.0708 -2.5407 -3.5888
H -2.1883 -1.6761 -2.9369
O -2.4336 0.0787 1.8106
H -2.5259 -0.2947 0.9918
H -3.1933 0.6248 1.5838
O -0.4494 0.0115 5.4466
H -1.4126 -0.0784 5.6192
H -0.3129 0.8614 5.4467
O 1.9791 5.2205 -2.3289
H 0.9881 5.4102 -2.1051
H 2.5112 5.1333 -1.5064
```

Results
Max |F| in eV/A: 13.3
E_HOMO in eV: -10.5688
Gap between HOMO and LUMO in Eh: 0.3544
Energy in eV: -83188.2899
Energy above the lowest of the compared OMol25 structures with the same formula, charge and spin in kcal/mol: 404.1

Q: Number 5 is which compound?
A: H80O40

Q: What is the energy in the second record?
A: -6248.3270 eV

Q: Number 3 is which compound?
A: H7O3S